Computed, not measured: C4H7NO as an isolated structure, with wB97M-V/def2-TZVPD.

Each line ends with the Mulliken charge.
Positions of all 13 atoms, in Å:
C1 1.596581 0.321572 -0.243615  -1.090
C2 0.385506 0.354662 0.678384  -0.457
C3 -0.796171 -0.419155 0.124499  0.244
O1 -1.872480 -0.349660 0.940844  -0.485
C4 -1.171964 0.694120 -1.349260  -0.241
N1 -1.487373 -0.395650 -1.697668  -0.302
H1 2.446252 0.832900 0.216531  0.331
H2 1.899792 -0.709262 -0.460996  0.302
H3 1.368695 0.816077 -1.192301  0.334
H4 0.070295 1.377259 0.895936  0.321
H5 0.616133 -0.139034 1.633657  0.332
H6 -0.502679 -1.431126 -0.155468  0.327
H7 -2.552588 -0.952702 0.609463  0.382

Forces on the atoms, in the same order (eV/Å):
C 0.04 -0.01 -0.05
C -0.02 0.06 -0.03
C 0.33 -0.22 0.26
O -0.15 -0.10 -0.10
C -0.27 -0.52 -0.35
N 0.19 0.63 0.18
H -0.13 -0.07 -0.04
H -0.03 0.15 0.03
H 0.07 -0.06 0.14
H 0.05 -0.14 -0.01
H -0.05 0.04 -0.14
H -0.06 0.14 0.02
H 0.05 0.11 0.10

Summary:
Orbital gap   11.59 eV
Max |F|   0.68 eV/A
ΔE to the lowest compared entry with this formula, charge and spin   3.286 eV

Computed, not measured: the molecule C4H7NO at a distorted geometry, with wB97M-V/def2-TZVPD.

Each line ends with the Mulliken charge.
Positions of all 13 atoms, in Å:
C1 -1.616928 -0.142389 -0.226146  -0.898
C2 -0.364380 -0.987701 -0.021578  -0.345
O1 0.500078 -0.501815 1.001461  -0.366
C3 1.127555 0.710860 0.708397  -0.325
C4 1.910100 0.670084 -0.550717  0.355
N1 2.475502 0.622921 -1.558981  -0.401
H1 -1.410078 0.930690 -0.146433  0.254
H2 -2.028067 -0.312126 -1.225095  0.311
H3 -2.385160 -0.383966 0.511490  0.278
H4 0.198134 -1.083151 -0.960611  0.336
H5 -0.629433 -1.996999 0.304855  0.273
H6 1.805153 0.928685 1.537129  0.292
H7 0.417519 1.544908 0.626234  0.234

Forces on the atoms, in the same order (eV/Å):
C -0.08 0.08 0.04
C -0.11 -0.17 -0.20
O 0.00 -0.03 0.06
C 0.09 0.20 0.05
C 0.49 -0.09 -0.95
N -0.54 0.07 1.05
H 0.00 -0.19 -0.09
H 0.01 -0.04 0.13
H 0.09 0.05 -0.04
H -0.04 0.06 0.13
H 0.03 0.15 -0.09
H -0.06 -0.02 -0.11
H 0.12 -0.08 0.01

Summary:
Orbital gap   11.63 eV
Max |F|   1.18 eV/A
SMILES   CCOCC#N
ΔE to the lowest compared entry with this formula, charge and spin   1.606 eV

Computed, not measured: the molecule C4H7NO at a distorted geometry, with wB97M-V/def2-TZVPD.

Each line ends with the Mulliken charge.
Positions of all 13 atoms, in Å:
C1 1.999359 0.724707 0.525302  -0.424
C2 0.892514 -0.591077 0.539445  -0.087
C3 -1.388179 0.119814 -0.510341  -1.000
C4 -0.561666 -0.558964 0.636525  -0.260
N1 2.486762 -0.013563 -0.557703  -0.022
O1 1.558419 -1.030767 -0.607186  -0.222
H1 2.606285 1.177893 1.145945  0.328
H2 -1.774497 -0.498913 -1.338611  0.263
H3 -0.646066 0.792088 -0.886497  0.308
H4 -2.190184 0.670025 -0.075912  0.313
H5 -0.831439 -1.662986 0.754125  0.283
H6 -0.937226 -0.015467 1.565094  0.247
H7 3.391435 -0.225260 -1.090749  0.273

Forces on the atoms, in the same order (eV/Å):
C -5.75 -7.85 -4.02
C 4.13 5.20 0.81
C 1.19 -0.88 -0.04
C -2.36 -1.55 0.66
N 1.04 -0.27 -1.13
O -0.12 0.76 -0.20
H 2.81 2.59 3.11
H 0.37 -0.02 0.56
H 0.00 0.86 -0.77
H -0.67 0.41 0.19
H -0.15 1.28 0.00
H 1.16 -0.98 -0.83
H -1.66 0.44 1.68

Summary:
Orbital gap (spin up / spin down)   8.47 / 8.47 eV
Max |F|   10.53 eV/A
SMILES   CCc1c[nH]o1
ΔE to the lowest compared entry with this formula, charge and spin   6.869 eV

Computed, not measured: C4H7NO as an isolated structure at a distorted geometry, with wB97M-V/def2-TZVPD.

Each line ends with the Mulliken charge.
Positions of all 13 atoms, in Å:
C1 -1.393738 -0.622294 0.076965  -0.332
N1 -1.635477 0.835181 0.198883  -0.527
C2 -0.448667 0.934278 -0.640116  -0.571
C3 -0.093683 -0.358116 -0.601892  -0.250
C4 2.101911 -0.039621 0.549290  -0.194
O1 1.198815 -0.590321 1.133765  -0.364
H1 -1.442554 -1.236499 0.969348  0.319
H2 -2.022861 -0.978760 -0.745499  0.197
H3 -1.463880 1.119314 1.168179  0.278
H4 -0.406773 1.550639 -1.515558  0.325
H5 0.553793 -1.037439 -1.144016  0.527
H6 3.053762 -0.563941 0.411626  0.285
H7 1.999354 0.987581 0.139024  0.309

Forces on the atoms, in the same order (eV/Å):
C -0.12 -0.85 0.35
N 0.02 -0.06 -0.12
C -0.20 -0.16 -0.90
C -1.54 0.18 -1.34
C 0.09 -0.22 1.01
O 1.49 0.25 0.74
H -0.17 -0.13 0.21
H -0.36 -0.28 0.50
H 0.05 0.07 -0.46
H 0.59 1.14 0.19
H -0.17 0.33 -0.17
H 0.29 0.08 -0.05
H 0.01 -0.35 0.04

Summary:
Orbital gap   8.62 eV
Max |F|   2.05 eV/A
ΔE to the lowest compared entry with this formula, charge and spin   5.093 eV

Computed, not measured: the molecule C4H7NO at a distorted geometry, with wB97M-V/def2-TZVPD.

Each line ends with the Mulliken charge.
Positions of all 13 atoms, in Å:
C1 -1.179110 0.244019 -0.067238  0.488
C2 0.107086 0.318842 0.578222  0.013
C3 -2.405201 -0.519993 -0.207664  -0.967
C4 2.405586 0.090774 -0.165324  -0.670
N1 -0.483169 1.238409 -0.411576  -0.585
O1 1.216307 -0.605043 0.096435  -0.363
H1 0.279532 0.660800 1.588790  0.403
H2 -2.866668 -0.654995 0.772523  0.290
H3 -2.152873 -1.508168 -0.599670  0.274
H4 -3.099920 -0.023965 -0.882559  0.325
H5 2.678241 0.748735 0.666319  0.297
H6 2.325771 0.684579 -1.081008  0.270
H7 3.174423 -0.673998 -0.287255  0.224

Forces on the atoms, in the same order (eV/Å):
C 1.61 -0.01 0.77
C 1.67 -1.75 -1.16
C -0.54 -0.04 -0.35
C 0.15 0.07 -0.04
N -0.43 0.03 -0.28
O -2.72 1.41 1.03
H 0.16 0.05 0.09
H 0.03 0.00 -0.07
H -0.05 0.05 0.04
H -0.09 -0.06 -0.02
H 0.08 0.02 0.00
H 0.07 0.05 0.03
H 0.06 0.17 -0.04

Summary:
Orbital gap   10.82 eV
Max |F|   3.23 eV/A
SMILES   CO[C@H]1N=C1C
ΔE to the lowest compared entry with this formula, charge and spin   3.033 eV

Computed, not measured: the molecule C4H7NO at a distorted geometry, with wB97M-V/def2-TZVPD.

Each line ends with the Mulliken charge.
Positions of all 13 atoms, in Å:
O1 1.171809 0.625579 1.380675  -0.551
C1 1.045354 0.289593 0.021370  0.156
C2 0.572494 -1.130413 -0.327259  -0.494
N1 -0.699414 -0.615671 -0.926479  -0.482
C3 -1.416210 0.040627 0.157948  -0.156
C4 -0.306512 0.769336 -0.519376  -0.546
H1 0.377588 1.170406 1.383473  0.370
H2 1.914452 0.635690 -0.549687  0.316
H3 0.420249 -1.796917 0.528835  0.284
H4 1.175756 -1.627663 -1.088436  0.285
H5 -1.320593 -0.329223 1.180645  0.225
H6 -2.433076 0.307705 -0.125587  0.259
H7 -0.501897 1.660949 -1.116120  0.335

Forces on the atoms, in the same order (eV/Å):
O -0.08 0.30 -0.08
C -0.30 0.12 -0.54
C 0.09 -0.24 -0.04
N -0.22 -0.41 -0.31
C -0.10 -0.03 0.11
C 0.12 0.13 -0.36
H 0.20 0.29 1.47
H -0.17 -0.14 0.04
H 0.02 0.11 -0.14
H -0.08 0.05 0.08
H 0.12 0.02 -0.25
H 0.27 0.11 0.05
H 0.13 -0.32 -0.04

Summary:
Orbital gap   10.39 eV
Max |F|   1.51 eV/A
SMILES   O[C@H]1CN2C[C@@H]12
ΔE to the lowest compared entry with this formula, charge and spin   3.158 eV

Computed, not measured: C4H7NO as an isolated structure, with wB97M-V/def2-TZVPD.

Each line ends with the Mulliken charge.
Positions of all 13 atoms, in Å:
O1 3.060712 -1.421824 -0.172171  -0.527
C1 2.114511 -0.719745 -0.461665  0.157
N1 0.836501 -0.880303 -0.003628  -0.664
C2 -0.045458 0.172374 -0.365614  0.208
C3 -1.025959 0.534421 0.941496  -0.727
C4 -1.492216 0.002704 -0.425711  -0.521
H1 2.251372 0.136787 -1.175714  0.199
H2 0.247260 -0.000304 0.967380  0.324
H3 0.366589 1.101270 -0.780069  0.372
H4 -1.225604 -0.184347 1.737860  0.364
H5 -1.167599 1.581706 1.185644  0.301
H6 -2.064982 0.697745 -1.032498  0.243
H7 -1.855122 -1.020478 -0.415306  0.271

Forces on the atoms, in the same order (eV/Å):
O -0.27 0.19 -0.09
C 0.08 -0.07 0.07
N 0.25 -0.11 -0.19
C -0.01 0.19 -0.22
C -0.18 0.15 0.27
C -0.04 -0.08 -0.13
H -0.01 -0.12 0.09
H -0.04 0.06 0.19
H -0.06 -0.17 0.06
H 0.09 0.09 -0.11
H 0.02 -0.19 -0.07
H 0.12 -0.09 0.10
H 0.05 0.16 0.02

Summary:
Orbital gap   9.36 eV
Max |F|   0.35 eV/A
ΔE to the lowest compared entry with this formula, charge and spin   4.923 eV

Computed, not measured: C4H7NO as an isolated structure at a distorted geometry, with wB97M-V/def2-TZVPD.

Each line ends with the Mulliken charge.
Positions of all 13 atoms, in Å:
C1 0.084397 0.641514 2.179592  0.363
C2 0.182811 0.381974 -0.800825  0.124
C3 -1.250939 0.051963 -1.035426  -1.177
C4 1.088206 -0.718885 -1.187039  -1.128
N1 0.116530 1.230464 3.235287  -0.447
O1 -0.034144 0.244737 1.091004  -0.155
H1 -1.528852 0.305851 -1.992856  0.477
H2 -1.966326 0.720796 -0.561607  0.319
H3 -1.434854 -0.991902 -1.045674  0.328
H4 1.734121 -0.339977 -2.123185  0.289
H5 0.745695 -1.686587 -1.339488  0.342
H6 1.890584 -0.772664 -0.553435  0.398
H7 0.372771 0.932715 4.133653  0.267

Forces on the atoms, in the same order (eV/Å):
C -0.09 0.61 0.62
C -0.28 1.20 -1.93
C 0.68 0.55 1.14
C 0.96 2.63 -2.54
N -0.23 0.14 -1.61
O 0.12 -0.82 1.54
H 0.22 0.77 -2.97
H 0.02 -0.47 0.92
H -0.82 -1.31 0.78
H -1.84 -0.70 1.54
H -1.09 -2.01 -0.56
H 2.03 -0.12 2.11
H 0.31 -0.47 0.96

Summary:
Orbital gap   7.86 eV
Max |F|   3.78 eV/A
ΔE to the lowest compared entry with this formula, charge and spin   5.484 eV

Q: The highest max |F| belongs to which entry?
A: number 3